Entry 1:
10
Properties=species:S:1:pos:R:3 method="wB97M-V/def2-TZVPD" homo_lumo_gap_ev=9.08 e_above_lowest_kcal_mol=66.0 total_energy_ev=-27557.061 e_lumo_ev=-0.51
H -1.91 -0.16 0.34
C 0.49 -1.03 0.61
H -1.55 1.12 0.80
O -2.25 0.77 0.11
H 0.38 0.81 0.06
S 1.17 -2.23 -0.26
C 1.05 0.25 0.76
H 0.97 0.67 1.86
Cl 2.76 0.47 0.02
H 2.37 -1.87 -0.66

---

Entry 2:
56
Properties=species:S:1:pos:R:3 method="wB97M-V/def2-TZVPD" total_charge=+1 homo_lumo_gap_ev=8.08 e_above_lowest_kcal_mol=1.9 total_energy_ev=-35995.760 e_lumo_ev=-2.18
H 0.19 -3.29 1.72
H -1.04 -3.28 -1.93
H -4.56 1.39 0.53
H 1.72 0.63 -3.37
H 4.64 -1.85 0.73
C 2.63 1.50 -1.63
H -1.94 0.03 3.45
N -2.41 0.21 -1.87
C 1.77 -0.48 1.97
C 2.21 0.29 -2.46
N 0.52 2.19 -0.49
C -3.57 1.07 0.20
H -2.04 0.78 -2.63
C -0.86 0.22 3.37
C 2.31 0.76 2.34
H 2.05 3.50 -1.15
C 3.65 1.06 2.13
C 1.56 2.57 -1.46
Cd -0.60 0.03 -0.35
C -0.38 -2.64 2.37
H 0.98 -1.36 -2.34
H 3.11 -0.25 -2.77
H -3.38 0.08 0.64
H -0.72 1.29 3.22
H 0.93 2.17 0.44
H 1.08 2.76 -2.42
C -2.79 -1.09 -2.48
H -0.42 -0.03 4.34
H -3.58 1.96 -1.74
H -3.79 -1.02 -2.92
N 1.30 -0.61 -1.74
H -0.22 2.88 -0.45
N -2.49 1.97 0.63
N -1.35 -2.61 -1.23
H 2.27 -2.39 1.10
H -1.27 -3.08 -0.33
C -2.74 -2.24 -1.49
H -2.10 -1.30 -3.30
H -1.44 -2.90 2.28
H -2.28 1.82 1.61
C 2.64 -1.41 1.38
C 4.49 0.13 1.53
C -3.58 0.95 -1.31
H 3.48 1.96 -2.13
H -2.79 2.93 0.53
H 3.00 1.17 -0.65
H 4.04 2.02 2.44
C 3.98 -1.11 1.17
H 1.81 -1.06 -0.99
H 1.67 1.49 2.83
H -0.08 -2.87 3.40
H -3.35 -3.06 -1.87
H -3.19 -1.92 -0.54
Si -0.10 -0.81 1.98
H -4.51 0.47 -1.63
H 5.53 0.37 1.37

---

Entry 3:
71
Properties=species:S:1:pos:R:3 method="wB97M-V/def2-TZVPD" total_charge=-1 homo_lumo_gap_ev="7.55 / 7.45" e_above_lowest_kcal_mol=28.3 total_energy_ev=-100693.209 s_squared=0.761 e_lumo_ev="2.32 / 2.32" multiplicity=2
H 5.32 -1.79 2.60
H 1.49 5.04 -4.54
C 1.57 6.53 -3.00
H -0.92 0.55 4.59
Co 0.17 0.31 -0.17
C 1.34 4.16 -2.59
C 5.18 -0.71 2.64
H 1.47 -5.88 0.62
O 1.29 2.89 -3.07
O -0.71 -0.01 -1.94
C -2.99 0.62 -1.38
N 4.57 -0.23 1.43
H 1.39 5.86 0.31
C 1.06 -0.68 2.38
C 1.14 3.28 -0.15
H 4.08 1.58 -1.21
C 5.03 0.77 0.62
C -3.37 0.03 0.01
H 1.17 2.91 -4.03
C 3.38 -0.66 0.90
C -0.30 0.39 3.73
H -0.21 -4.92 -1.11
C 1.41 5.70 -0.76
O -1.97 1.85 0.34
C 0.22 -3.98 -0.81
C -2.50 2.03 -0.98
C 1.31 4.39 -1.21
N 0.80 0.48 1.80
H 1.61 7.79 -1.26
H 5.94 1.31 0.82
N 0.41 -0.77 3.56
C 1.54 6.78 -1.63
H -4.46 2.91 -1.49
C -4.22 2.32 0.63
C -0.04 1.16 2.63
C -1.94 -0.18 -2.20
H 0.61 -5.11 1.96
O 0.69 2.20 -0.60
H 6.16 -0.24 2.77
H 4.56 -0.48 3.51
N 1.01 -3.88 0.31
H -0.38 2.15 2.39
H -4.23 3.06 1.44
C -2.51 -1.13 0.57
C 1.47 5.24 -3.47
C 1.34 -2.56 0.43
C 4.10 0.90 -0.38
H -0.10 -2.78 3.83
C 1.37 -4.96 1.19
H -0.45 -2.38 -2.18
H -4.40 -0.32 0.05
H -0.25 -1.75 5.27
O 1.44 3.57 1.01
H 2.32 -4.74 1.68
N 3.09 0.01 -0.19
C 0.36 -1.96 4.39
C 0.11 -2.72 -1.32
C -3.71 2.93 -0.70
N 0.80 -1.86 -0.54
O -3.09 -2.17 0.91
O -1.26 -0.91 0.75
H 1.36 -2.25 4.70
O -2.38 -0.90 -3.10
H -3.38 3.96 -0.56
H -2.97 1.03 1.96
C -3.14 1.26 0.91
H 1.67 7.35 -3.70
H -3.88 0.69 -2.02
P 2.33 -1.86 1.80
H -5.21 1.89 0.55
H -1.74 2.46 -1.62

---

Entry 4:
27
Properties=species:S:1:pos:R:3 method="wB97M-V/def2-TZVPD" total_charge=-2 homo_lumo_gap_ev=10.12 e_above_lowest_kcal_mol=0.0 total_energy_ev=-145927.948 e_lumo_ev=5.50
O 11.42 3.16 13.21
F 17.80 1.70 14.67
F 15.93 -0.02 16.94
P 15.28 0.94 18.06
O 13.08 3.19 14.84
F 15.47 2.55 12.66
O 11.10 4.41 15.18
F 14.44 -0.29 18.63
F 15.53 1.45 14.67
F 16.35 3.51 14.56
F 14.47 5.73 19.10
Cl 12.05 3.99 14.19
Zn 14.88 3.05 15.91
F 16.53 0.66 19.04
F 14.04 1.34 17.02
P 16.64 2.14 13.65
F 16.08 2.23 17.35
F 17.72 2.96 12.76
F 15.29 7.06 17.37
F 14.06 4.04 17.56
F 16.84 0.78 12.84
O 12.66 5.14 13.57
F 14.67 1.94 19.14
P 14.67 5.59 17.52
F 13.20 6.16 17.25
F 16.15 4.99 17.74
F 14.84 5.29 15.90

---

Entry 5:
44
Properties=species:S:1:pos:R:3 method="wB97M-V/def2-TZVPD" homo_lumo_gap_ev=10.67 total_energy_ev=-121138.319 smiles="O=C1CCCO1.O=C1CCCO1.ClCCl.ClCCl.ClCCl.ClCCl" e_lumo_ev=0.25
H 1.61 2.15 1.68
C 0.06 0.43 -0.91
C -2.16 1.69 -5.26
H 0.73 -3.75 1.82
Cl -1.30 3.18 -5.61
H -4.54 -4.93 1.01
H 2.32 -2.67 -0.19
C -4.69 -3.87 0.89
Cl 0.91 -1.71 2.93
C 1.42 5.19 1.56
H -5.06 -3.64 -0.10
Cl -5.86 -3.31 2.08
C -0.25 -1.85 -0.98
O 0.63 -0.87 -0.68
H 3.92 -1.91 0.10
Cl -3.12 -3.08 1.08
Cl 0.65 -4.39 4.10
H 0.37 0.77 -1.90
C 3.14 3.66 1.32
H 3.36 3.07 0.42
H 4.08 3.85 1.83
H -2.02 0.94 -1.42
C 2.09 2.96 2.22
H -2.42 -1.75 -1.20
Cl 4.06 -4.24 -0.17
C 3.37 -2.64 -0.47
H -1.80 0.14 0.13
H 1.17 4.44 3.54
H 2.56 2.55 3.11
C 0.29 -3.36 2.73
H 0.04 3.79 2.41
H -2.58 1.30 -6.18
O 0.80 6.18 1.33
H -2.94 1.90 -4.53
H -1.54 -1.25 -2.59
Cl -1.10 0.45 -4.58
C 1.09 4.07 2.52
O 2.58 4.91 0.91
O 0.01 -3.01 -0.81
C -1.45 0.18 -0.90
C -1.52 -1.22 -1.50
Cl 3.45 -2.17 -2.17
H -0.78 -3.28 2.62
H 0.43 1.11 -0.15